(1)
{
  "formula": "C4H10ClN2",
  "method": "ωB97M-V with the def2-TZVPD basis set",
  "lumo_ha": -0.1565,
  "smiles": "C/[NH+]=C(\\Cl)[C@H](C)N",
  "charge": 1,
  "e_homo_ev": -13.75,
  "gap_ev": 9.490,
  "e_above_lowest_kj_mol": 122.7,
  "multiplicity": 1,
  "species": ["C", "N", "C", "Cl", "C", "C", "N", "H", "H", "H", "H", "H", "H", "H", "H", "H", "H"],
  "coordinates": [[-0.6760, 2.5041, -0.4247], [-0.0530, 1.1750, -0.2976], [-0.4131, 0.3583, 0.6369], [-1.7773, 0.6087, 1.6572], [0.2167, -1.1922, 0.6389], [1.5337, -1.3023, -0.0216], [-0.7993, -1.8805, -0.0598], [-1.1166, 2.6475, -1.4086], [-0.0131, 3.3642, -0.4447], [-1.3888, 2.4924, 0.2848], [0.8281, 1.0512, -0.8796], [0.3103, -1.4462, 1.7261], [1.6936, -2.3840, -0.1412], [2.3443, -0.6882, 0.3719], [1.5013, -0.9593, -1.0230], [-0.7159, -1.9532, -1.0402], [-1.4750, -2.3955, 0.4253]],
  "mulliken_charge": [-0.908, -0.109, 0.496, -0.098, 0.393, -1.699, -0.427, 0.350, 0.312, 0.359, 0.307, 0.399, 0.345, 0.399, 0.488, 0.188, 0.204]
}

=====

(2)
{
  "formula": "C4H10ClNSi",
  "method": "ωB97M-V with the def2-TZVPD basis set",
  "lumo_ha": [-0.0079, -0.0116],
  "e_homo_ev": [-9.45, -6.55],
  "gap_ev": [9.237, 6.236],
  "e_above_lowest_kj_mol": 508.7,
  "multiplicity": 1,
  "species": ["C", "C", "C", "C", "N", "Si", "Cl", "H", "H", "H", "H", "H", "H", "H", "H", "H", "H"],
  "coordinates": [[-0.2028, -2.0422, 0.7450], [1.1272, -1.8775, 0.5288], [-0.1165, 1.4720, 1.3576], [-1.9445, 0.2929, -2.2121], [1.1226, 1.2219, 0.5985], [1.6861, -0.2219, -0.1396], [3.6988, 0.2193, -0.4187], [-0.6363, -3.0901, 0.8024], [-0.9979, -1.3196, 0.8066], [1.6773, -2.6794, 0.2560], [-0.9723, 1.9371, 0.8807], [-0.3870, 0.4556, 1.5604], [0.3143, 2.0851, 2.1436], [-2.8168, 0.2832, -2.8788], [-0.9783, -0.2710, -2.4741], [-1.9488, 1.3809, -1.9347], [1.3748, 2.1536, 0.3785]],
  "mulliken_charge": [-0.556, -0.297, -0.644, -0.773, -0.083, 0.061, -0.295, 0.207, 0.225, 0.461, 0.191, 0.159, 0.339, 0.320, 0.231, 0.226, 0.226]
}

=====

(3)
{
  "formula": "C4H10ClNSi",
  "method": "ωB97M-V with the def2-TZVPD basis set",
  "lumo_ha": 0.0193,
  "smiles": "C/C=[SiH]\\Cl.C=NC",
  "e_homo_ev": -7.77,
  "gap_ev": 8.295,
  "e_above_lowest_kj_mol": 385.4,
  "multiplicity": 1,
  "species": ["C", "C", "Si", "Cl", "H", "H", "H", "H", "H", "C", "N", "C", "H", "H", "H", "H", "H"],
  "coordinates": [[-1.2363, -2.3008, -0.3636], [-1.5490, -1.2757, 0.6621], [-1.9847, 0.4462, 0.3974], [-2.1200, 1.6484, -1.2264], [-0.1370, -2.4443, -0.3091], [-1.5865, -3.2550, -0.1230], [-1.6111, -1.9232, -1.2966], [-1.5226, -1.5041, 1.7261], [-1.9225, 1.4980, 1.3667], [1.8853, 2.3541, 0.3361], [1.2059, 1.3254, 0.4175], [1.5207, 0.1935, -0.3580], [2.5864, 2.5806, -0.5395], [1.7798, 3.2271, 1.0564], [2.2824, -0.3730, 0.1434], [0.6843, -0.5551, -0.4814], [1.7250, 0.3580, -1.4080]],
  "mulliken_charge": [-1.023, -0.305, 0.531, -0.230, 0.263, 0.355, 0.269, 0.280, -0.129, -0.277, -0.265, -0.380, 0.222, 0.238, 0.344, -0.269, 0.374]
}

=====

(4)
{
  "formula": "C4H10ClNSi",
  "method": "ωB97M-V with the def2-TZVPD basis set",
  "lumo_ha": [-0.0154, 0.0070],
  "e_homo_ev": [-8.65, -7.02],
  "gap_ev": [8.229, 7.207],
  "e_above_lowest_kj_mol": 434.2,
  "multiplicity": 1,
  "species": ["C", "C", "C", "C", "N", "Si", "Cl", "H", "H", "H", "H", "H", "H", "H", "H", "H", "H"],
  "coordinates": [[-1.2632, 1.9724, 1.8388], [-0.7382, 0.8217, 1.4161], [0.6419, -2.2286, 0.5016], [1.6000, 1.2903, -2.2739], [-0.5774, -1.8004, -0.0641], [-0.9110, -0.1154, -0.1723], [-2.8342, -0.1671, -0.8686], [-0.8649, 2.6117, 2.6622], [-2.0203, 2.5223, 1.3330], [0.2921, 0.4947, 1.8454], [1.3063, -2.2784, -0.3484], [0.9479, -1.4251, 1.1611], [0.4471, -3.3159, 0.7478], [0.6453, 1.4070, -2.8132], [1.9881, 2.1155, -1.7114], [2.2420, 0.4565, -2.3759], [-0.9015, -2.3611, -0.8783]],
  "mulliken_charge": [-0.522, -0.078, -0.739, -0.965, -0.171, 0.260, -0.287, 0.222, 0.241, 0.077, 0.299, 0.223, 0.247, 0.334, 0.290, 0.314, 0.257]
}

=====

(5)
{
  "formula": "C4H10F2N2P",
  "method": "ωB97M-V with the def2-TZVPD basis set",
  "lumo_ha": -0.2102,
  "smiles": "CN1CC[N+](C)=P1(F)F",
  "charge": 1,
  "e_homo_ev": -14.84,
  "gap_ev": 9.122,
  "e_above_lowest_kj_mol": 177.1,
  "multiplicity": 1,
  "species": ["C", "N", "C", "C", "N", "C", "P", "F", "F", "H", "H", "H", "H", "H", "H", "H", "H", "H", "H"],
  "coordinates": [[-1.7960, -1.9717, 0.5457], [-1.0961, -0.7505, 0.3031], [-0.0533, -0.2281, 1.1661], [0.9066, 0.6673, 0.2731], [0.1006, 0.9607, -0.9833], [0.7322, 1.5567, -2.1073], [-0.7315, -0.4104, -1.2353], [-1.9853, -0.0714, -2.0618], [0.0817, -1.9285, -2.3032], [-1.1609, -2.8629, 0.5169], [-2.1227, -2.0187, 1.6748], [-2.5848, -2.1638, -0.1042], [0.5875, -0.9022, 1.6231], [-0.3347, 0.3642, 1.9594], [0.9861, 1.5688, 0.7619], [1.8407, 0.0213, 0.2268], [1.8900, 1.4079, -2.2381], [0.5155, 1.1705, -3.0300], [0.5801, 2.5948, -2.0228]],
  "mulliken_charge": [-0.907, 0.199, -0.552, -0.634, 0.123, -0.995, 0.706, -0.153, -0.418, 0.412, 0.304, 0.316, 0.397, 0.352, 0.399, 0.355, 0.329, 0.403, 0.364]
}

=====

(6)
{
  "formula": "C4H10F3OPSi",
  "method": "ωB97M-V with the def2-TZVPD basis set",
  "lumo_ha": 0.0009,
  "smiles": "CC=P(C)(C)O[Si](F)(F)F",
  "e_homo_ev": -9.01,
  "gap_ev": 9.039,
  "e_above_lowest_kj_mol": 134.9,
  "multiplicity": 1,
  "species": ["C", "C", "P", "C", "C", "O", "Si", "F", "F", "F", "H", "H", "H", "H", "H", "H", "H", "H", "H", "H"],
  "coordinates": [[-2.5403, -1.5013, -1.0143], [-1.8492, -0.1964, -0.8927], [-0.3211, 0.0144, -0.1221], [-0.1916, 1.8792, -0.1386], [-0.2491, -0.5164, 1.5911], [1.6270, -0.0328, -0.2377], [3.2241, 0.0554, -0.0300], [3.9141, -1.2793, -0.5884], [3.6366, 0.1771, 1.4149], [3.8242, 1.2060, -0.8481], [-3.6398, -1.1128, -1.0025], [-2.3138, -2.0155, -1.9853], [-2.3338, -2.0704, 0.0105], [-1.7789, 0.4144, -1.8063], [-1.1611, 2.3520, -0.0259], [0.2818, 2.2700, 0.8139], [0.6354, 2.1016, -0.8245], [-0.6509, -1.5415, 1.5911], [0.7736, -0.5202, 1.9315], [-0.8871, 0.3166, 2.1634]],
  "mulliken_charge": [-0.793, -0.484, 1.105, -1.290, -0.995, -0.392, 0.531, -0.294, -0.228, -0.227, 0.260, 0.263, 0.225, 0.267, 0.407, 0.354, 0.364, 0.365, 0.273, 0.288]
}